(1)
The following is a DFT calculation (the ωB97M-V functional and the def2-TZVPD basis) of C10H14O3S in the gas phase.

The value obtained for the HOMO energy is -0.314 Eh. Its LUMO energy is 0.56 eV. Its relative energy (zero: lowest compared OMol25 entry of this formula, charge and spin) is 0.00 kJ/mol. Its SMILES is CCCCSCc1ccc(C(=O)O)o1. The total energy is -27574.92802 eV.

Structure (XYZ):
```
28
Properties=species:S:1:pos:R:3:forces:R:3:lowdin_charge:R:1
H -1.141442 -0.411006 0.075530 -0.07 -0.09 0.04 0.077
H -2.284665 -2.454937 -0.828611 0.02 -0.03 -0.10 0.107
O 2.067938 -2.229973 0.778832 -0.41 -0.08 0.31 0.124
H -4.121104 -3.485157 0.532589 -0.05 -0.09 0.09 0.068
C -3.262897 -1.975668 -0.746383 -0.16 0.17 0.08 -0.268
H -4.059295 0.030595 -0.719975 -0.07 0.02 -0.06 0.108
O 1.115386 0.256516 0.638807 -0.23 -0.17 0.30 0.086
C -3.092457 -0.459486 -0.853359 0.16 -0.10 -0.03 -0.296
S -1.840301 1.873533 -0.119061 0.05 -0.14 0.19 0.873
H -0.288281 3.208443 1.081720 0.08 -0.04 0.09 0.082
C -3.936206 -2.413609 0.549100 0.14 -0.04 -0.20 -0.113
H -0.616774 1.672851 1.942522 0.10 0.14 0.09 0.090
C 2.790786 -1.401247 0.007426 0.31 -0.40 -0.06 -0.481
H -3.310761 -2.193557 1.410415 0.01 0.00 0.14 0.064
O 3.795137 -1.750171 -0.563513 -0.08 0.18 -0.01 0.111
H -2.730349 -0.209813 -1.853405 -0.04 0.05 -0.01 0.104
C -0.385100 2.130098 0.981464 -0.57 -0.39 -0.38 -0.382
C 1.746420 2.067478 -0.496054 -0.47 -0.17 0.52 -0.002
H 3.510823 1.068328 -1.422179 0.20 -0.06 -0.12 0.123
C 2.228829 -0.059480 -0.062958 0.57 0.62 -0.68 -0.181
C 2.655229 1.035357 -0.780216 -0.14 -0.90 0.41 0.034
C 0.828330 1.541180 0.380105 0.45 0.74 -0.41 -0.342
C -2.107190 0.086372 0.167191 0.09 0.44 -0.02 -0.490
H 2.485556 -3.104872 0.795877 0.14 0.23 -0.18 0.133
H -4.889118 -1.903829 0.673562 -0.12 0.04 0.07 0.074
H -3.868273 -2.311278 -1.591069 0.07 -0.05 -0.04 0.104
H 1.756801 3.066460 -0.880126 -0.05 0.23 -0.06 0.115
H -2.481197 -0.024190 1.185163 0.05 -0.12 0.01 0.077
```
Positions in Å, forces in eV/Å.

(2)
The following is a DFT calculation (the ωB97M-V functional and the def2-TZVPD basis) of C10H14OS in the gas phase.

The value obtained for the HOMO energy is -0.304 Eh. Its LUMO energy is 0.70 eV. Its relative energy (zero: lowest compared OMol25 entry of this formula, charge and spin) is 299.17 kJ/mol. Its SMILES is CC1(C)C[C@]1(CO)c1cccs1. The total energy is -23476.96922 eV.

Structure (XYZ):
```
26
Properties=species:S:1:pos:R:3:forces:R:3:lowdin_charge:R:1
C 1.253494 3.055145 1.280871 0.69 -1.71 -0.95 -0.376
H -1.781564 -1.987484 0.777955 0.96 1.73 -1.34 0.160
H -0.840776 -2.409507 -2.360070 1.72 -0.65 0.96 0.118
H 0.957886 -1.747215 -2.057405 -1.36 -1.29 0.07 0.119
H -0.540097 4.065702 1.649214 -0.36 0.16 -0.41 0.105
H 2.527909 -0.759899 0.438964 0.92 0.80 -0.12 0.004
C -0.005143 -2.178649 -1.607481 -0.76 4.00 -2.09 -0.020
H -1.697062 1.683903 0.798240 -1.23 0.38 0.61 0.087
O 2.125695 -1.607292 0.335303 0.53 -0.85 0.65 -0.045
H -1.714962 0.737170 -1.558568 -0.32 0.14 -0.81 0.079
H 0.956907 -1.273248 2.265083 1.25 -0.68 -2.05 0.162
C -0.716465 1.900971 1.132045 1.49 -1.73 -1.44 -0.103
H -0.948548 -0.286743 -2.906382 -0.92 0.04 -0.47 0.067
H 0.476936 -2.571597 1.075437 0.79 0.86 0.08 0.120
C -0.854720 0.199017 -1.949242 0.14 -0.17 0.84 -0.024
C -0.586390 -0.922813 -0.946750 1.21 1.05 0.42 -0.421
S 1.823159 1.433151 0.869559 -1.14 1.42 0.49 1.066
C -1.418746 -0.992217 0.259622 -2.67 -1.98 2.38 -0.086
H -0.080788 0.941274 -2.147634 0.45 -0.13 0.62 0.085
H -2.161607 -0.227738 0.500114 -0.12 -0.23 -0.65 0.099
C -0.061723 -0.528958 0.516459 1.73 -1.55 -0.83 -0.366
H 0.237000 -2.791807 -0.820986 0.32 -2.39 0.94 0.023
H 1.957938 3.810843 1.185041 1.07 1.36 0.46 0.037
C -0.083479 3.150696 1.311619 -0.10 0.00 0.93 -0.181
C 0.990327 -1.571329 1.114872 -4.07 0.77 1.35 -0.239
C 0.184819 0.878624 0.844120 -0.21 0.65 0.36 -0.470
```
Positions in Å, forces in eV/Å.

(3)
The following is a DFT calculation (the ωB97M-V functional and the def2-TZVPD basis) of 2 unconnected molecules or ions with the total composition C10H14OSi.

The value obtained for the HOMO energy is -0.317 Eh. Its LUMO energy is -0.02 eV. Its relative energy (zero: lowest compared OMol25 entry of this formula, charge and spin) is 175.04 kJ/mol. Its SMILES is C/C=C/[SiH]=O.Cc1ccccc1. The total energy is -20520.34227 eV.

Structure (XYZ):
```
26
Properties=species:S:1:pos:R:3:forces:R:3:lowdin_charge:R:1
C -1.453343 2.395390 0.832044 5.63 -1.00 -1.24 -0.084
C 0.152032 -1.386200 2.204516 1.59 -0.03 -3.45 -0.053
H -0.655899 -3.264503 -1.595564 -0.16 0.27 0.19 -0.023
C -0.083229 1.964523 0.574263 -1.55 -1.37 0.03 -0.062
H 1.403550 0.398206 0.845554 0.32 0.10 -0.31 0.102
H -1.703949 3.313863 0.425305 -1.06 1.50 -0.53 0.079
H -0.282784 0.314130 -2.127556 0.35 0.40 -0.56 0.065
C 0.158439 -0.671657 -2.075197 -1.77 -0.43 1.00 -0.236
H 1.874285 0.729628 -3.382319 0.44 -0.24 0.35 0.090
H 0.490946 -1.879710 1.169836 -0.74 0.60 2.14 0.101
H 0.441457 2.350107 -0.246387 0.97 1.37 -0.69 0.071
C -1.705947 0.348343 2.121027 -0.74 0.68 0.06 -0.040
H -0.488276 -2.025018 2.696721 -1.41 -1.45 1.03 0.051
H 2.633534 0.800417 -1.850251 0.44 -0.08 0.42 0.071
C -0.432272 -0.075688 1.837728 0.49 0.67 -0.12 -0.322
H 1.071313 -1.268845 2.735875 0.59 0.07 0.58 0.071
O -2.084142 -1.439692 -0.249874 -0.43 -0.14 -0.15 -0.356
H 3.313966 -0.166520 -3.176368 1.38 -0.90 -0.30 0.047
C -2.138437 1.598708 1.615653 -2.46 -1.06 2.14 -0.123
C 2.447631 0.104153 -2.657007 -2.92 1.08 -0.45 -0.076
H 1.776096 -1.914360 -1.886185 0.30 -0.42 -0.37 0.084
Si -1.011603 -1.850063 -1.236858 0.99 -0.18 -0.42 0.613
C 1.437256 -0.949772 -2.231272 1.22 0.50 0.16 -0.230
C 0.415677 0.763607 1.057830 -1.92 0.60 0.67 -0.070
H -3.096539 2.004857 1.899730 -0.54 -0.53 0.22 0.104
H -2.479761 -0.193903 2.698754 0.98 -0.03 -0.38 0.127
```
Positions in Å, forces in eV/Å.

(4)
The following is a DFT calculation (the ωB97M-V functional and the def2-TZVPD basis) of a molecular structure, C10H14S7Sb2Tc.

The total charge is +2. The value obtained for the HOMO energy (spin up / spin down) is -0.560 / -0.558 Eh. Its LUMO energy (spin up / spin down) is -9.29 / -8.99 eV. Its relative energy (zero: lowest compared OMol25 entry of this formula, charge and spin) is 72.55 kJ/mol. Its multiplicity is 2. The total energy is -101704.26146 eV.

Structure (XYZ):
```
34
Properties=species:S:1:pos:R:3:forces:R:3:mulliken_spin:R:1
S 0.542502 -1.512118 -3.118388 0.21 0.62 0.72 -0.279
H -2.524346 -2.936087 -1.352440 0.01 0.00 0.02 0.000
H -0.022424 -3.063560 -0.382309 0.01 -0.02 0.05 -0.006
C 0.729601 -1.295164 0.610309 0.25 -0.31 0.38 0.056
C 1.551865 0.481091 3.425108 0.04 0.01 0.04 0.001
C 1.519854 0.740039 1.911015 -0.02 -0.08 0.11 0.016
H -2.961922 -0.345049 1.106592 0.02 0.01 -0.02 0.000
S -1.255649 -1.639379 -3.989751 -0.26 -0.02 -0.15 -0.054
H 2.243542 2.765969 1.978084 -0.01 0.00 0.03 -0.003
H -2.762093 -3.597471 0.257257 0.02 0.01 0.02 0.000
S 0.993263 0.956162 -5.145110 0.29 0.21 -0.09 -0.002
H -3.694678 -2.190728 -0.252563 0.02 0.02 0.00 0.000
H 1.701199 -0.574813 3.653974 0.00 0.02 -0.02 0.000
Sb -1.358557 0.636008 -5.054518 -0.27 -0.17 0.01 -0.029
S 2.632000 0.738316 -1.770055 -0.45 -0.28 0.45 0.195
C 0.420415 -0.106826 1.311898 0.34 0.18 -0.14 -0.031
H 1.757720 -1.653911 0.626923 0.00 0.00 -0.04 0.008
S -0.590010 1.775135 -1.690246 0.02 -0.25 0.21 -0.002
C -0.293420 -2.130687 0.097674 0.38 -0.01 -0.19 -0.025
S -2.177696 1.592884 -2.932501 -0.08 0.06 -0.13 -0.023
H -1.212196 1.070985 2.062376 -0.01 -0.01 -0.04 0.004
C -1.922598 -0.610550 0.947768 -0.13 0.08 0.04 0.013
H 2.467584 0.396767 1.485998 -0.01 -0.03 -0.01 -0.001
H 0.494614 2.654968 2.116334 0.03 -0.01 -0.02 0.001
C -2.718895 -2.667533 -0.313111 0.06 0.07 0.03 0.000
H 1.281090 2.439188 0.542828 0.03 -0.04 0.05 -0.001
C 1.367364 2.230869 1.614275 -0.09 0.04 -0.02 -0.001
S 0.469240 3.426563 -2.320283 0.07 0.08 0.01 0.031
C -1.633363 -1.782526 0.227389 -0.20 0.10 -0.19 0.026
H 0.621856 0.806317 3.896581 0.02 0.00 -0.02 0.001
H 2.369338 1.043641 3.874996 -0.01 -0.01 0.00 0.000
Tc 0.651733 -0.192030 -1.336653 -0.14 -0.41 -0.63 1.050
C -0.932840 0.194415 1.490233 -0.12 0.11 -0.15 0.018
Sb 2.245910 2.349115 -3.579686 0.02 0.05 -0.31 0.039
```
Positions in Å, forces in eV/Å.

Q: Among the records above, which one has the lowest relative energy (zero: lowest compared OMol25 entry of this formula, charge and spin)?
A: C10H14O3S